Entry 1:
ORCA calculation (ωB97M-V/def2-TZVPD) on a structure of composition C7H14BrI at a distorted geometry.

ORCA input file:
```
! RIJCOSX wB97M-V def2-TZVPD def2/J DEFGRID3
* xyz 0 1
I -2.336 1.704 -0.087
Br -3.505 -1.775 -0.149
C 1.393 1.501 0.454
C -1.139 0.001 0.389
C 0.477 0.885 -1.757
C -1.574 -1.230 -0.451
C 0.675 0.368 -0.333
C 1.388 -0.985 -0.140
C -0.995 -0.370 1.795
H -0.102 1.711 -1.659
H -0.707 -1.442 1.943
H -0.434 0.372 2.349
H -1.950 -0.368 2.204
H 2.388 1.532 -0.020
H 1.436 1.232 -2.039
H 1.075 -1.679 -0.823
H 0.990 2.396 0.329
H 1.237 -1.323 0.958
H -0.977 -2.028 -0.120
H 1.419 1.361 1.484
H 2.479 -0.836 -0.235
H -1.294 -1.109 -1.552
H 0.057 0.082 -2.537
*
```

Properties
**Kohn-Sham gap**: 9.460 eV
**Highest occupied orbital energy**: -8.96 eV
**Lowest unoccupied orbital energy**: 0.50 eV
**Maximum force**: 0.0901 hartree/bohr

Results of the natural (NBO) charge analysis, in e, for atoms 1 through 4:
1 I 0.129
2 Br -0.042
3 C -0.641
4 C -0.112

---

Entry 2:
ORCA calculation (ωB97M-V/def2-TZVPD) on an isolated molecule of C4H6N2O.

ORCA input file:
```
! RIJCOSX wB97M-V def2-TZVPD def2/J DEFGRID3
* xyz 0 1
O -0.100 1.833 0.009
N -0.040 1.255 2.318
N -0.083 1.145 -1.246
C -0.141 0.924 0.985
C -0.233 -0.325 0.464
C 0.068 -1.289 -1.862
C -0.129 -0.128 -0.929
H -0.394 -1.247 0.993
H -0.626 -2.093 -1.592
H 0.441 0.520 2.821
H 0.307 2.171 2.559
H -0.041 -1.061 -2.922
H 1.080 -1.685 -1.703
*
```

Properties
**SMILES string**: Cc1cc(N)on1
**Kohn-Sham gap**: 9.460 eV
**Highest occupied orbital energy**: -8.58 eV
**Lowest unoccupied orbital energy**: 0.87 eV
**Maximum force**: 0.0095 hartree/bohr

Results of the natural (NBO) charge analysis, in e, for atoms 1 through 4:
1 O -0.319
2 N -0.809
3 N -0.159
4 C 0.512

---

In order of appearance, energy above the lowest of the compared OMol25 structures with the same formula, charge and spin = 0.905 1.849 eV.